Record 1
Here is C43H69As3GeN3OPRb as an isolated structure from the Open Molecules 2025 dataset. Energies are from ωB97M-V with the def2-TZVPD basis set.

Last column: Mulliken charge in e.
CARTESIAN COORDINATES (ANGSTROEM)
Rb  -0.299  -0.782  -0.459  0.653
C  -2.615  1.707  2.956  -1.448
C  -2.497  1.892  1.469  0.948
C  -1.270  2.157  0.862  -0.129
C  -1.175  2.342  -0.512  -0.764
C  -2.305  2.247  -1.313  -0.139
C  -3.533  1.978  -0.722  -0.657
C  -3.625  1.808  0.652  -0.197
H  -2.579  0.650  3.230  0.102
H  -3.560  2.108  3.323  0.447
H  -1.800  2.206  3.481  0.384
H  -0.368  2.192  1.465  0.118
H  -0.202  2.528  -0.955  0.375
H  -2.227  2.377  -2.385  0.404
H  -4.425  1.906  -1.333  0.404
H  -4.588  1.606  1.108  0.376
C  1.879  -0.421  4.038  -1.375
As  1.112  -0.862  2.283  1.269
C  2.281  -2.410  1.976  -1.029
C  4.048  0.833  1.158  -1.356
C  4.965  0.688  -0.047  2.616
C  5.212  1.986  -0.847  -2.150
C  4.409  -0.399  -0.979  -1.589
As  2.641  -0.051  -1.759  0.409
C  3.205  0.808  -3.438  -1.362
C  2.479  -1.850  -2.575  -1.069
C  6.325  0.188  0.478  -1.988
As  7.694  -0.344  -0.833  0.198
C  7.347  -2.283  -0.862  -1.053
C  9.170  -0.447  0.466  -1.190
H  2.848  0.034  3.822  0.415
H  1.990  -1.298  4.673  0.303
H  1.231  0.306  4.531  0.331
H  3.296  -2.010  1.939  0.270
H  2.045  -2.884  1.019  0.095
H  2.178  -3.148  2.778  0.419
H  4.499  1.548  1.869  0.271
H  3.071  1.244  0.855  -0.025
H  4.259  2.426  -1.150  0.403
H  5.838  1.860  -1.743  0.328
H  5.690  2.717  -0.189  0.494
H  4.295  -1.319  -0.399  0.323
H  5.046  -0.609  -1.852  0.529
H  4.132  0.355  -3.795  0.356
H  3.371  1.870  -3.277  0.347
H  2.428  0.682  -4.193  0.413
H  3.434  -2.131  -3.023  0.449
H  1.700  -1.861  -3.340  0.299
H  2.229  -2.587  -1.809  0.183
H  6.147  -0.654  1.153  0.522
H  6.781  0.987  1.073  0.619
H  6.473  -2.489  -1.478  0.227
H  7.161  -2.648  0.150  0.323
H  8.208  -2.801  -1.287  0.402
H  9.478  0.562  0.740  0.355
H  10.020  -0.964  0.020  0.387
H  8.851  -0.978  1.365  0.336
C  -0.612  -1.696  2.462  0.384
Ge  -1.162  -2.997  3.705  1.491
C  -3.034  -2.619  4.239  -0.611
C  -3.929  -2.156  3.271  0.527
C  -5.238  -1.818  3.586  -0.644
C  -5.689  -1.939  4.894  -0.661
C  -4.821  -2.405  5.871  -0.655
C  -3.512  -2.744  5.543  -0.454
C  -0.230  -3.250  5.420  0.097
C  0.323  -4.468  5.808  -0.706
C  0.932  -4.621  7.051  -0.536
C  0.983  -3.554  7.934  -0.557
C  0.432  -2.332  7.566  -0.765
C  -0.162  -2.187  6.322  -0.188
C  -1.207  -4.820  2.919  0.094
C  -0.220  -5.198  2.006  -0.338
C  -0.249  -6.438  1.382  -0.394
C  -1.286  -7.326  1.648  -0.534
C  -2.280  -6.967  2.547  -0.584
C  -2.233  -5.727  3.177  -0.296
H  -1.340  -0.877  2.530  -0.821
H  -3.585  -2.047  2.247  -0.257
H  -5.908  -1.458  2.812  0.418
H  -6.707  -1.670  5.150  0.363
H  -5.162  -2.505  6.895  0.406
H  -2.852  -3.103  6.326  0.319
H  0.286  -5.317  5.134  0.262
H  1.366  -5.575  7.325  0.384
H  1.455  -3.670  8.903  0.337
H  0.474  -1.488  8.245  0.391
H  -0.566  -1.221  6.037  0.458
H  0.576  -4.498  1.763  -0.053
H  0.536  -6.711  0.686  0.447
H  -1.316  -8.293  1.158  0.357
H  -3.094  -7.651  2.759  0.381
H  -3.023  -5.459  3.873  0.360
C  -4.943  -2.907  -3.383  -1.202
N  -3.565  -2.465  -3.446  0.436
C  -3.149  -2.020  -4.767  -1.045
P  -2.385  -2.896  -2.366  1.324
O  -1.228  -1.966  -2.477  -1.436
N  -3.197  -2.905  -0.930  0.463
C  -2.799  -3.779  0.178  -0.154
C  -3.777  -1.652  -0.458  -0.649
N  -1.868  -4.445  -2.621  0.234
C  -0.478  -4.826  -2.423  -0.505
C  -2.794  -5.561  -2.668  -0.963
H  -5.608  -2.083  -3.659  0.325
H  -5.194  -3.228  -2.375  0.376
H  -5.138  -3.737  -4.076  0.321
H  -3.806  -1.214  -5.106  0.345
H  -3.202  -2.835  -5.500  0.287
H  -2.131  -1.641  -4.727  0.221
H  -2.280  -4.662  -0.183  -0.155
H  -3.687  -4.105  0.724  0.310
H  -2.131  -3.247  0.864  -0.349
H  -3.856  -0.929  -1.269  0.383
H  -3.159  -1.223  0.340  -0.208
H  -4.777  -1.822  -0.047  0.279
H  0.155  -3.944  -2.462  -0.057
H  -0.168  -5.511  -3.217  0.373
H  -0.339  -5.330  -1.458  0.146
H  -3.825  -5.212  -2.687  0.243
H  -2.680  -6.206  -1.788  0.331
H  -2.620  -6.169  -3.561  0.325

Calculated values
**Energy relative to the best compared isomer or geometry (same formula, charge and spin)**: 10.86 kcal per mole
**Orbital gap**: 3.51 eV
**Charge**: -1

---

Record 2
Here is a 5-piece molecular cluster, C43H70BrNO4S overall from the Open Molecules 2025 dataset. Energies are from ωB97M-V with the def2-TZVPD basis set.

Last column: Mulliken charge in e.
CARTESIAN COORDINATES (ANGSTROEM)
C  0.290  -1.205  6.200  -1.104
C  0.552  -1.919  4.799  -0.705
C  0.486  -0.877  3.602  -0.232
C  1.973  -0.455  3.180  -0.675
C  2.520  -1.421  2.036  -1.291
N  2.140  0.982  2.946  0.381
C  1.367  1.558  1.898  -0.031
C  0.559  0.857  0.907  0.821
C  -0.270  1.569  -0.149  -0.115
C  -1.153  0.685  -1.150  -1.071
C  -2.513  0.440  -0.389  0.659
C  -3.593  1.441  -0.446  -0.303
C  -4.874  1.297  0.218  -0.436
C  -5.094  0.080  1.019  -0.696
C  -4.041  -0.945  1.104  -0.695
C  -2.752  -0.768  0.417  -0.022
C  -0.251  3.026  -0.227  -0.811
C  0.550  3.744  0.766  -0.737
C  1.309  3.045  1.791  0.476
S  2.267  4.008  3.019  -0.307
C  3.751  2.941  3.169  -0.288
C  5.076  3.510  3.344  0.915
C  5.194  5.066  3.368  -0.352
Br  7.061  5.686  3.000  -0.186
C  4.576  5.768  4.649  -0.400
C  4.352  4.825  5.888  -0.967
C  6.252  2.654  3.467  -0.731
C  6.021  1.205  3.410  -1.020
C  4.679  0.639  3.232  -0.297
C  3.471  1.482  3.093  0.460
H  0.566  -1.946  7.000  0.368
H  0.946  -0.303  6.325  0.251
H  -0.800  -0.950  6.313  0.294
H  -0.211  -2.726  4.654  0.372
H  1.570  -2.399  4.871  0.349
H  -0.056  0.048  3.928  0.383
H  -0.027  -1.396  2.747  -0.009
H  2.589  -0.708  4.094  1.002
H  2.953  -0.807  1.191  0.219
H  3.349  -2.096  2.370  0.271
H  1.680  -2.029  1.612  0.411
H  0.504  -0.252  0.925  -0.067
H  -1.411  1.281  -2.060  0.544
H  -0.610  -0.268  -1.359  0.190
H  -3.367  2.348  -1.066  0.196
H  -5.690  2.054  0.194  0.374
H  -6.064  -0.032  1.562  0.365
H  -4.284  -1.844  1.717  0.407
H  -1.987  -1.583  0.515  0.270
H  -0.821  3.574  -1.007  0.380
H  0.608  4.861  0.774  0.337
H  4.604  5.439  2.481  0.437
H  3.640  6.320  4.350  0.303
H  5.304  6.575  4.953  0.416
H  3.782  3.890  5.669  0.241
H  3.718  5.409  6.622  0.336
H  5.321  4.640  6.432  0.302
H  7.299  2.999  3.581  0.274
H  6.920  0.544  3.513  0.323
H  4.610  -0.469  3.229  0.203
C  -5.044  6.486  -0.559  -1.043
C  -6.255  5.573  -0.665  -0.343
O  -6.384  4.671  0.423  -0.371
C  -6.525  5.251  1.711  -0.326
C  -7.746  6.144  1.845  -1.081
H  -4.127  5.895  -0.483  0.259
H  -4.977  7.130  -1.438  0.399
H  -5.093  7.128  0.322  0.267
H  -6.157  4.961  -1.563  0.351
H  -7.175  6.155  -0.786  0.295
H  -5.612  5.790  1.984  0.309
H  -6.614  4.421  2.414  0.333
H  -7.706  6.998  1.167  0.266
H  -7.824  6.529  2.864  0.383
H  -8.655  5.585  1.613  0.309
C  -6.932  -2.128  -1.411  -0.871
C  -7.339  -3.322  -0.565  -0.399
O  -8.294  -3.010  0.438  -0.443
C  -9.535  -2.493  -0.015  -0.310
C  -10.286  -3.435  -0.940  -1.027
H  -6.529  -1.333  -0.778  0.135
H  -6.171  -2.419  -2.138  0.393
H  -7.777  -1.711  -1.962  0.312
H  -6.458  -3.702  -0.044  0.350
H  -7.703  -4.143  -1.193  0.319
H  -9.387  -1.515  -0.485  0.282
H  -10.139  -2.317  0.878  0.343
H  -9.729  -3.640  -1.856  0.267
H  -11.247  -3.001  -1.224  0.385
H  -10.467  -4.392  -0.445  0.281
C  4.461  -3.728  -3.492  -0.945
C  4.171  -3.580  -2.008  -0.472
O  4.508  -2.304  -1.485  -0.435
C  3.840  -1.193  -2.061  -0.764
C  2.329  -1.249  -1.915  -0.734
H  5.518  -3.536  -3.695  0.295
H  4.218  -4.738  -3.829  0.414
H  3.880  -3.027  -4.093  0.256
H  4.772  -4.307  -1.457  0.383
H  3.124  -3.815  -1.788  0.282
H  4.129  -1.080  -3.111  0.398
H  4.213  -0.306  -1.542  0.392
H  1.913  -2.120  -2.427  0.356
H  1.874  -0.351  -2.339  0.430
H  2.033  -1.320  -0.865  0.136
C  8.113  -6.096  -7.363  -1.042
C  6.834  -6.662  -6.769  -0.333
O  5.833  -5.684  -6.539  -0.389
C  5.375  -4.971  -7.678  -0.310
C  4.764  -5.860  -8.748  -1.054
H  8.525  -5.320  -6.713  0.287
H  8.858  -6.886  -7.482  0.388
H  7.945  -5.647  -8.342  0.266
H  7.062  -7.103  -5.796  0.336
H  6.438  -7.472  -7.390  0.295
H  6.185  -4.359  -8.090  0.302
H  4.614  -4.274  -7.320  0.313
H  5.486  -6.574  -9.148  0.264
H  4.397  -5.254  -9.578  0.386
H  3.930  -6.433  -8.337  0.294

Calculated values
**Orbital gap**: 8.20 eV
**SMILES**: CCC[C@@H](C)N1c2cc(Cc3ccccc3)ccc2Sc2c([C@H](Br)CC)cccc21.CCOCC.CCOCC.CCOCC.CCOCC
**Charge**: 0

---

Record 3
Here is a 17-piece molecular cluster, C43H71ClN17O2P2 overall from the Open Molecules 2025 dataset. Energies are from ωB97M-V with the def2-TZVPD basis set.

Last column: Mulliken charge in e.
CARTESIAN COORDINATES (ANGSTROEM)
C  4.707  -0.730  -2.577  -0.595
P  4.651  -2.640  -2.924  0.389
C  5.760  -2.847  -4.468  -0.729
C  2.825  -3.207  -3.272  1.180
P  2.818  -5.125  -3.623  0.146
O  4.423  -5.715  -3.949  -0.501
Cl  2.205  -6.214  -1.879  -0.272
C  2.352  -2.509  -4.669  -1.575
C  1.035  -1.564  -4.621  1.015
C  -0.058  -2.022  -5.802  -1.095
C  1.530  -0.039  -5.106  -1.403
N  0.364  -1.370  -3.295  0.463
O  -0.919  -0.913  -3.445  -0.474
C  0.402  -2.570  -2.389  1.105
C  -0.401  -2.112  -0.994  -1.141
C  -0.371  -3.904  -2.928  -1.285
C  1.966  -2.789  -1.941  -1.073
H  4.213  -0.580  -1.527  0.258
H  4.179  -0.175  -3.461  0.226
H  5.861  -0.427  -2.530  -0.029
H  6.397  -1.880  -4.631  0.157
H  6.505  -3.739  -4.227  0.254
H  5.137  -3.170  -5.429  0.240
H  4.546  -5.556  -4.951  0.367
H  2.139  -3.362  -5.478  0.330
H  3.242  -1.873  -5.147  0.244
H  -0.609  -1.006  -6.102  0.295
H  -0.898  -2.729  -5.398  0.268
H  0.480  -2.420  -6.765  0.303
H  1.997  -0.096  -6.189  0.312
H  2.242  0.452  -4.313  0.282
H  0.563  0.647  -5.147  0.426
H  -0.004  -1.048  -0.682  0.259
H  -1.567  -2.157  -1.131  0.085
H  -0.064  -2.871  -0.166  0.354
H  -0.276  -4.765  -2.107  0.277
H  0.026  -4.332  -3.951  0.265
H  -1.545  -3.707  -3.023  0.201
H  2.330  -1.728  -1.532  0.038
H  2.105  -3.521  -1.017  0.252
C  -3.601  0.101  1.154  -0.303
C  -2.580  -0.762  1.772  0.136
N  -1.774  -1.443  2.260  -0.540
H  -3.908  0.909  1.826  0.356
H  -3.234  0.567  0.234  0.334
H  -4.503  -0.463  0.893  -0.037
C  -4.254  -1.043  -3.364  -0.525
C  -4.709  -1.644  -2.099  0.466
N  -5.068  -2.118  -1.099  -0.500
H  -3.205  -0.734  -3.311  0.011
H  -4.343  -1.746  -4.200  0.312
H  -4.840  -0.156  -3.625  0.342
C  -7.721  0.451  0.021  -0.928
C  -6.644  1.383  0.394  0.358
N  -5.794  2.120  0.689  -0.528
H  -8.567  0.511  0.714  0.345
H  -8.109  0.661  -0.982  0.422
H  -7.375  -0.588  0.022  0.267
C  -3.293  -2.472  5.119  -0.729
C  -3.519  -2.634  6.565  0.217
N  -3.697  -2.762  7.707  -0.460
H  -3.081  -1.430  4.857  0.261
H  -2.445  -3.072  4.772  0.394
H  -4.167  -2.780  4.536  0.318
C  -2.454  4.056  0.516  -0.598
C  -1.578  2.970  0.044  0.411
N  -0.887  2.113  -0.330  -0.446
H  -1.982  4.637  1.316  0.067
H  -2.702  4.755  -0.289  0.311
H  -3.399  3.670  0.912  0.280
C  8.579  1.146  -3.110  -0.436
C  7.828  0.753  -4.314  0.325
N  7.234  0.443  -5.265  -0.503
H  8.722  0.301  -2.428  0.269
H  9.574  1.530  -3.361  0.048
H  8.062  1.931  -2.548  0.296
C  -1.921  7.225  4.138  -0.736
C  -2.672  6.832  2.934  0.478
N  -3.266  6.522  1.983  -0.464
H  -1.778  6.380  4.819  0.295
H  -0.926  7.609  3.886  0.295
H  -2.438  8.010  4.699  0.140
C  5.865  -2.543  1.247  -0.539
C  6.989  -1.910  0.536  0.497
N  7.877  -1.410  -0.025  -0.491
H  5.583  -3.497  0.789  0.270
H  6.112  -2.747  2.294  -0.021
H  4.974  -1.906  1.243  0.253
C  -3.354  10.368  7.503  -0.810
C  -2.478  9.282  7.030  0.465
N  -1.787  8.425  6.657  -0.448
H  -2.882  10.949  8.302  0.286
H  -3.602  11.067  6.698  0.273
H  -4.299  9.982  7.898  0.267
C  -5.986  0.298  5.852  -0.834
C  -6.233  -0.269  4.515  0.421
N  -6.429  -0.717  3.460  -0.400
H  -6.895  0.730  6.282  0.327
H  -5.625  -0.462  6.553  0.223
H  -5.233  1.093  5.821  0.267
C  -9.758  -3.116  0.213  -0.847
C  -9.479  -2.181  -0.889  0.485
N  -9.258  -1.442  -1.760  -0.469
H  -9.833  -2.598  1.175  0.273
H  -10.702  -3.651  0.060  0.331
H  -8.971  -3.871  0.313  0.275
C  -8.953  4.026  -1.854  -0.828
C  -9.407  3.426  -0.589  0.432
N  -9.767  2.952  0.411  -0.441
H  -7.903  4.335  -1.801  0.270
H  -9.041  3.323  -2.690  0.276
H  -9.539  4.914  -2.114  0.327
C  7.045  -3.783  5.641  -0.851
C  6.293  -4.176  4.437  0.480
N  5.699  -4.486  3.486  -0.439
H  7.187  -4.628  6.322  0.309
H  8.039  -3.399  5.389  0.275
H  6.527  -2.999  6.203  0.271
C  11.961  2.294  -1.005  -0.817
C  11.771  2.551  -2.442  0.448
N  11.621  2.754  -3.578  -0.498
H  12.563  1.396  -0.831  0.335
H  12.470  3.126  -0.508  0.313
H  11.005  2.146  -0.491  0.261
C  -5.332  -5.912  5.451  -0.470
C  -6.766  -5.924  5.118  0.308
N  -7.899  -5.933  4.855  -0.383
H  -5.033  -4.968  5.920  -0.035
H  -5.071  -6.716  6.147  0.305
H  -4.708  -6.041  4.560  0.257
C  9.481  6.140  -2.602  -0.690
C  10.450  5.927  -1.515  0.359
N  11.216  5.759  -0.655  -0.406
H  9.899  6.763  -3.400  0.259
H  9.170  5.195  -3.059  0.187
H  8.574  6.639  -2.244  0.295

Calculated values
**Orbital gap (spin up / spin down)**: 7.93 / 7.35 eV
**<S²>**: 0.755
**Charge**: 0
**2S+1**: 2